A 14-piece molecular cluster, C52H144N12O16 overall in a non-equilibrium geometry. Source: the OMol25 dataset; level of theory: the ωB97M-V functional and the def2-TZVPD basis.

LUMO energy   0.44 eV
Relative energy (zero: lowest compared OMol25 entry of this formula, charge and spin)   223.2 kJ/mol
F_max   3.5 eV/A
Calculated total energy   -3928.1182 hartree
Orbital gap   9.1 eV
HOMO energy   -8.6 eV

Last columns: bonded neighbours and bond lengths (Å).
Cartesian coordinates (Å):
1 C -3.00731 -0.83940 2.52288  C2 1.449, O4 1.422, H5 1.122, H6 1.155
2 C -2.57651 -0.61993 3.88866  C1 1.449, O3 1.467, H7 1.134, H8 1.094
3 O -1.34322 0.17097 3.96770  C2 1.467, H9 0.978
4 O -3.46025 0.36222 1.91319  C1 1.422, H10 1.014
5 H -3.83567 -1.59598 2.53875  C1 1.122
6 H -2.10735 -1.26835 1.93984  C1 1.155
7 H -2.38659 -1.64857 4.32539  C2 1.134
8 H -3.42157 -0.17058 4.41919  C2 1.094
9 H -1.64981 1.01271 4.35927  O3 0.978
10 H -2.94540 0.50113 1.05102  O4 1.014
11 C 5.47512 -2.92510 4.04196  C12 1.520, O14 1.449, H15 1.111, H16 1.070
12 C 4.37130 -2.06402 3.44996  C11 1.520, O13 1.417, H17 1.098, H18 1.126
13 O 3.11528 -2.33947 4.04608  C12 1.417, H19 1.017
14 O 5.78353 -2.51687 5.39729  C11 1.449, H20 0.944
15 H 6.32612 -2.60736 3.40288  C11 1.111
16 H 5.20078 -3.94663 3.87894  C11 1.070
17 H 4.33545 -2.23055 2.36491  C12 1.098
18 H 4.64561 -0.99015 3.64570  C12 1.126
19 H 2.59998 -1.50965 4.32888  O13 1.017
20 H 4.96161 -2.54578 5.86129  O14 0.944
21 C -1.43207 5.21355 -0.65079  C22 1.523, H27 1.113, H28 1.113, H29 1.113
22 C -0.92950 4.62034 -1.96079  C21 1.523, C23 1.524, N26 1.457, H30 1.081
23 C -0.76363 5.67702 -3.04654  C22 1.524, O24 1.364, H31 1.054, H32 1.090
24 O -0.75225 4.97948 -4.21895  C23 1.364, C25 1.421
25 C -0.56134 5.76896 -5.38549  O24 1.421, H33 1.118, H34 1.104, H35 1.134
26 N 0.34996 3.97743 -1.68938  C22 1.457, H36 1.060, H37 1.000
27 H -1.69190 4.38739 0.04840  C21 1.113
28 H -2.33130 5.85651 -0.78164  C21 1.113
29 H -0.58860 5.78176 -0.19781  C21 1.113
30 H -1.62029 3.89706 -2.37215  C22 1.081
31 H 0.11182 6.24823 -2.90942  C23 1.054
32 H -1.59449 6.38257 -3.02140  C23 1.090
33 H -1.32476 6.55479 -5.61045  C25 1.118
34 H -0.56222 5.13583 -6.28948  C25 1.104
35 H 0.42010 6.33258 -5.45431  C25 1.134
36 H 0.68952 3.53163 -2.58875  N26 1.060
37 H 1.03617 4.55035 -1.24065  N26 1.000
38 C -2.34419 4.23822 3.23737  C39 1.539, H44 1.087, H45 1.109, H46 1.112
39 C -1.53796 3.79200 4.47063  C38 1.539, C40 1.492, N43 1.518, H47 1.119
40 C -1.40036 4.96091 5.38685  C39 1.492, O41 1.408, H48 1.058, H49 1.095
41 O -0.97923 4.53835 6.66258  C40 1.408, C42 1.429
42 C -1.44737 5.14460 7.86902  O41 1.429, H50 1.030, H51 1.091, H52 1.114
43 N -2.20878 2.59564 5.12220  C39 1.518, H53 0.982, H54 1.031
44 H -2.01255 5.16832 2.78293  C38 1.087
45 H -3.32338 4.49857 3.68912  C38 1.109
46 H -2.55372 3.42098 2.51285  C38 1.112
47 H -0.51468 3.38877 4.26381  C39 1.119
48 H -2.28243 5.54297 5.43081  C40 1.058
49 H -0.65159 5.68455 5.04886  C40 1.095
50 H -1.03723 6.08883 7.88884  C42 1.030
51 H -1.24737 4.48835 8.71676  C42 1.091
52 H -2.55045 5.24000 7.99570  C42 1.114
53 H -3.16749 2.73314 4.95748  N43 0.982
54 H -2.14201 2.66574 6.14878  N43 1.031
55 C 5.66686 -5.47994 -3.88478  C56 1.554, H61 1.137, H62 1.070, H63 1.090
56 C 5.29590 -4.17546 -3.12613  C55 1.554, C57 1.524, N60 1.415, H64 1.147
57 C 6.57475 -3.39105 -2.85678  C56 1.524, O58 1.398, H65 1.059, H66 1.115
58 O 7.51361 -3.99433 -2.01477  C57 1.398, C59 1.417
59 C 7.29524 -3.85186 -0.62167  O58 1.417, H67 1.094, H68 1.138, H69 1.107
60 N 4.41543 -3.36391 -3.88062  C56 1.415, H70 1.089, H71 1.033
61 H 4.80953 -6.22482 -3.83615  C55 1.137
62 H 6.52343 -5.88622 -3.38921  C55 1.070
63 H 5.87324 -5.19466 -4.91584  C55 1.090
64 H 4.83816 -4.56945 -2.15121  C56 1.147
65 H 6.25968 -2.46242 -2.45678  C57 1.059
66 H 7.09149 -3.11896 -3.80606  C57 1.115
67 H 7.74911 -2.96138 -0.17698  C59 1.094
68 H 7.66706 -4.81552 -0.14322  C59 1.138
69 H 6.19742 -3.86989 -0.47988  C59 1.107
70 H 4.08254 -2.53817 -3.25406  N60 1.089
71 H 3.68392 -4.03277 -4.17117  N60 1.033
72 C 2.85622 -7.50872 3.70543  C73 1.627, H78 1.103, H79 1.124, H80 1.126
73 C 2.66433 -6.99248 2.17459  C72 1.627, C74 1.551, N77 1.473, H81 1.080
74 C 2.23791 -8.14164 1.22403  C73 1.551, O75 1.433, H82 1.116, H83 1.125
75 O 1.03821 -8.83981 1.57917  C74 1.433, C76 1.406
76 C 0.68174 -9.75522 0.57299  O75 1.406, H84 1.062, H85 1.107, H86 1.096
77 N 1.73987 -5.85088 2.06715  C73 1.473, H87 1.010, H88 1.033
78 H 3.39421 -6.80564 4.36283  C72 1.103
79 H 3.41466 -8.48354 3.66233  C72 1.124
80 H 1.89568 -7.78442 4.22367  C72 1.126
81 H 3.63130 -6.69846 1.79270  C73 1.080
82 H 3.12772 -8.80355 1.09616  C74 1.116
83 H 2.22014 -7.61970 0.22784  C74 1.125
84 H 1.53397 -10.31730 0.27863  C76 1.062
85 H 0.07294 -9.21907 -0.17958  C76 1.107
86 H 0.09083 -10.52553 1.08064  C76 1.096
87 H 0.88924 -6.11427 2.54304  N77 1.010
88 H 2.07560 -5.01938 2.57947  N77 1.033
89 C 3.05929 1.37970 5.02372  C90 1.482, H95 1.080, H96 1.087, H97 1.118
90 C 1.67193 1.12759 4.56621  C89 1.482, C91 1.531, N94 1.462, H98 1.115
91 C 1.52883 1.37144 3.06204  C90 1.531, O92 1.403, H99 1.074, H100 1.123
92 O 1.99217 2.68110 2.86448  C91 1.403, C93 1.419
93 C 2.50752 2.94243 1.56837  O92 1.419, H101 1.116, H102 1.083, H103 1.165
94 N 1.43839 -0.29178 4.82674  C90 1.462, H104 1.046, H105 1.004
95 H 3.80068 0.99141 4.34067  C89 1.080
96 H 3.19640 1.10208 6.06604  C89 1.087
97 H 3.25035 2.47999 5.08418  C89 1.118
98 H 0.92938 1.76099 5.10513  C90 1.115
99 H 0.49085 1.25367 2.81224  C91 1.074
100 H 2.17674 0.68960 2.44900  C91 1.123
101 H 3.05998 2.12976 1.03885  C93 1.116
102 H 3.19694 3.74255 1.80983  C93 1.083
103 H 1.59298 3.31882 0.95255  C93 1.165
104 H 0.42683 -0.48843 4.65022  N94 1.046
105 H 1.49544 -0.41197 5.82148  N94 1.004
106 C 1.39874 -0.19120 -5.41273  C107 1.495, H112 1.069, H113 1.127, H114 1.107
107 C 2.16785 -1.45896 -5.59972  C106 1.495, C108 1.554, N111 1.423, H115 1.106
108 C 1.40409 -2.38742 -6.58503  C107 1.554, O109 1.496, H116 1.106, H117 1.137
109 O -0.03455 -2.46260 -6.18208  C108 1.496, C110 1.367
110 C -0.19105 -3.16554 -5.02031  O109 1.367, H118 1.107, H119 1.156, H120 1.079
111 N 3.44797 -1.32879 -6.20792  C107 1.423, H121 0.998, H122 0.999
112 H 0.39879 -0.46076 -5.14665  C106 1.069
113 H 1.39572 0.37162 -6.38929  C106 1.127
114 H 1.81676 0.49081 -4.64778  C106 1.107
115 H 2.26071 -1.98996 -4.63401  C107 1.106
116 H 1.77756 -3.42836 -6.56826  C108 1.106
117 H 1.48100 -2.05384 -7.66959  C108 1.137
118 H -1.22029 -3.09466 -4.61924  C110 1.107
119 H 0.29182 -2.57968 -4.14914  C110 1.156
120 H 0.20867 -4.16529 -5.08453  C110 1.079
121 H 4.03723 -2.07101 -5.89584  N111 0.998
122 H 3.87291 -0.49465 -5.85913  N111 0.999
123 C 3.74803 0.91952 -2.44322  C124 1.503, H129 1.071, H130 1.077, H131 1.129
124 C 5.24856 0.84893 -2.39670  C123 1.503, C125 1.467, N128 1.496, H132 1.077
125 C 6.00148 1.96516 -1.81426  C124 1.467, O126 1.444, H133 1.087, H134 1.067
126 O 5.66720 2.10859 -0.41669  C125 1.444, C127 1.416
127 C 6.30634 3.17558 0.25949  O126 1.416, H135 1.124, H136 1.097, H137 1.107
128 N 5.67085 -0.45161 -1.78995  C124 1.496, H138 0.992, H139 1.008
129 H 3.40802 1.76228 -3.01032  C123 1.071
130 H 3.23619 0.81502 -1.50093  C123 1.077
131 H 3.47359 -0.00383 -3.03172  C123 1.129
132 H 5.51850 0.69401 -3.42818  C124 1.077
133 H 5.78704 2.92195 -2.28344  C125 1.087
134 H 7.03794 1.71813 -1.87833  C125 1.067
135 H 7.40731 2.96512 0.34136  C127 1.124
136 H 5.75709 3.30323 1.20028  C127 1.097
137 H 6.17801 4.11475 -0.31157  C127 1.107
138 H 6.65305 -0.54624 -1.68345  N128 0.992
139 H 5.21968 -0.50165 -0.88975  N128 1.008
140 C -4.56001 -1.62153 -1.21708  C141 1.476, H146 1.117, H147 1.112, H148 1.065
141 C -4.52779 -2.10961 -2.60979  C140 1.476, C142 1.477, N145 1.470, H149 1.093
142 C -4.89039 -1.03751 -3.55951  C141 1.477, O143 1.402, H150 1.052, H151 1.126
143 O -6.10857 -0.37669 -3.34989  C142 1.402, C144 1.423
144 C -7.15810 -0.93915 -4.12836  O143 1.423, H152 1.043, H153 1.035, H154 1.134
145 N -3.23133 -2.65342 -3.03828  C141 1.470, H155 0.995, H156 1.069
146 H -5.32834 -0.83810 -1.00860  C140 1.117
147 H -3.60245 -1.08669 -1.03584  C140 1.112
148 H -4.65542 -2.43661 -0.53829  C140 1.065
149 H -5.23300 -2.94411 -2.62717  C141 1.093
150 H -4.77848 -1.41099 -4.53626  C142 1.052
151 H -4.06338 -0.29389 -3.38595  C142 1.126
152 H -8.03743 -0.41018 -3.94423  C144 1.043
153 H -7.30399 -1.93172 -3.87457  C144 1.035
154 H -6.98438 -0.78117 -5.23825  C144 1.134
155 H -2.56457 -2.04517 -2.61840  N145 0.995
156 H -3.10425 -3.55707 -2.48103  N145 1.069
157 C -3.73872 8.54398 4.09706  C158 1.555, H163 1.083, H164 1.083, H165 1.148
158 C -3.50918 8.09298 2.62697  C157 1.555, C159 1.522, N162 1.470, H166 1.157
159 C -4.72159 7.42603 1.99365  C158 1.522, O160 1.386, H167 1.122, H168 1.066
160 O -4.88831 6.22869 2.67104  C159 1.386, C161 1.443
161 C -5.55195 5.18261 1.93111  O160 1.443, H169 1.064, H170 1.105, H171 1.125
162 N -2.97327 9.26206 1.91591  C158 1.470, H172 1.036, H173 1.031
163 H -2.81418 8.34486 4.62519  C157 1.083
164 H -4.39978 7.86021 4.61552  C157 1.083
165 H -4.02902 9.65371 4.13706  C157 1.148
166 H -2.63106 7.34110 2.68449  C158 1.157
167 H -4.59611 7.23639 0.89491  C159 1.122
168 H -5.58763 8.04734 1.98070  C159 1.066
169 H -5.26301 4.22823 2.30254  C161 1.064
170 H -5.34789 5.17271 0.84529  C161 1.105
171 H -6.66658 5.20197 2.07905  C161 1.125
172 H -3.70662 9.98406 1.79851  N162 1.036
173 H -2.58806 9.06600 0.97999  N162 1.031
174 C -5.61116 4.23113 -2.39619  C175 1.516, H180 1.094, H181 1.114, H182 1.134
175 C -4.62978 3.16197 -1.95764  C174 1.516, C176 1.564, N179 1.432, H183 1.115
176 C -5.19064 2.06369 -0.99645  C175 1.564, O177 1.413, H184 1.082, H185 1.151
177 O -5.67288 2.75749 0.13575  C176 1.413, C178 1.414
178 C -6.37331 1.79294 0.89677  O177 1.414, H186 1.121, H187 1.060, H188 1.127
179 N -3.92222 2.51470 -3.02056  C175 1.432, H189 1.027, H190 0.999
180 H -6.05392 4.71291 -1.51985  C174 1.094
181 H -6.42612 3.82321 -3.03605  C174 1.114
182 H -5.02932 5.03499 -2.94437  C174 1.134
183 H -3.93003 3.69920 -1.27632  C175 1.115
184 H -4.37089 1.40366 -0.74361  C176 1.082
185 H -6.07801 1.54860 -1.51914  C176 1.151
186 H -7.14021 1.21250 0.32162  C178 1.121
187 H -6.96765 2.29624 1.61539  C178 1.060
188 H -5.64503 1.17574 1.49498  C178 1.127
189 H -4.60452 1.94871 -3.53856  N179 1.027
190 H -3.58311 3.10612 -3.75143  N179 0.999
191 C 1.04199 -5.79594 -1.86454  C192 1.541, H197 1.112, H198 1.047, H199 1.086
192 C -0.33008 -6.09552 -1.23120  C191 1.541, C193 1.499, N196 1.476, H200 1.082
193 C -0.68478 -5.03630 -0.23175  C192 1.499, O194 1.413, H201 1.150, H202 1.092
194 O -2.03724 -5.23072 0.12904  C193 1.413, C195 1.366
195 C -2.40777 -4.29621 1.05418  O194 1.366, H203 1.090, H204 1.190, H205 1.150
196 N -1.28741 -5.91278 -2.33944  C192 1.476, H206 1.041, H207 0.997
197 H 1.83612 -5.78800 -1.08644  C191 1.112
198 H 1.12780 -4.86742 -2.34113  C191 1.047
199 H 1.17738 -6.56227 -2.62134  C191 1.086
200 H -0.40051 -7.12830 -0.91705  C192 1.082
201 H -0.63805 -4.01448 -0.75689  C193 1.150
202 H 0.05433 -5.12762 0.56708  C193 1.092
203 H -3.49174 -4.21869 1.13872  C195 1.090
204 H -1.99544 -3.24142 0.68804  C195 1.190
205 H -1.91754 -4.55150 2.06250  C195 1.150
206 H -1.07217 -6.31104 -3.27638  N196 1.041
207 H -2.16912 -6.26651 -2.03704  N196 0.997
208 C -0.09159 0.05733 -1.99119  C209 1.577, H214 1.129, H215 1.026, H216 1.071
209 C -0.93217 -0.26138 -0.69598  C208 1.577, C210 1.495, N213 1.507, H217 1.126
210 C 0.01196 -0.44777 0.44850  C209 1.495, O211 1.406, H218 1.117, H219 1.146
211 O 0.59011 -1.72479 0.33993  C210 1.406, C212 1.404
212 C 1.28846 -2.13577 1.48632  O211 1.404, H220 1.092, H221 1.101, H222 1.146
213 N -1.87400 0.87017 -0.37490  C209 1.507, H223 0.998, H224 0.979
214 H 0.70849 0.81906 -1.75651  C208 1.129
215 H -0.74527 0.39399 -2.70656  C208 1.026
216 H 0.42253 -0.77166 -2.43326  C208 1.071
217 H -1.63203 -1.13536 -0.81485  C209 1.126
218 H -0.56744 -0.25920 1.38436  C210 1.117
219 H 0.85217 0.33075 0.47705  C210 1.146
220 H 2.26327 -1.64264 1.49119  C212 1.092
221 H 1.33795 -3.22849 1.35756  C212 1.101
222 H 0.72269 -2.00434 2.47412  C212 1.146
223 H -2.33545 0.99263 -1.25076  N213 0.998
224 H -1.33667 1.68792 -0.40083  N213 0.979